Below is a 3-piece molecular cluster, C31H39BClF9NO13PS overall at a distorted geometry, with properties calculated with wB97M-V/def2-TZVPD.

Cartesian coordinates (Å):
C: 6.0494 -0.1162 1.3838
C: 7.4682 -0.7677 0.8881
C: 7.6933 -2.1760 1.6982
C: 7.6089 -0.9154 -0.7617
C: 6.1025 -1.2019 -1.3286
C: 5.4174 -2.5601 -1.3229
F: 6.1189 -3.7586 -0.8055
C: 3.8377 -2.7495 -1.8533
O: 3.4089 -3.7485 -2.6159
C: 2.8902 -1.4680 -1.3326
C: 1.3576 -1.6103 -0.7811
C: 0.6827 -3.1035 -0.7477
C: 1.1618 -3.7866 0.7022
O: 1.2050 -5.1101 0.8889
Cl: 1.6605 -2.7402 2.1859
C: 0.6072 -0.2138 -0.2578
C: -0.9322 -0.4142 0.3054
C: -2.0982 -0.0657 -0.8084
O: -3.2271 0.5202 -0.0741
C: -4.3581 -0.4099 0.0647
C: -4.4979 -1.0231 1.5984
F: -5.5406 -0.1800 2.2966
F: -3.2513 -0.8093 2.4255
C: -5.0610 -2.5606 1.6627
F: -6.4090 -2.6659 0.9961
F: -5.3526 -2.8227 3.1229
C: -4.0046 -3.7235 1.2072
F: -4.5706 -5.0227 1.7337
F: -2.6486 -3.6140 1.8012
C: -3.8355 -3.9363 -0.4066
F: -5.0910 -4.1619 -1.1557
F: -3.0073 -5.1828 -0.5934
C: 1.3826 1.2635 -0.2810
B: 0.4737 2.5394 0.2661
O: 0.2147 2.5346 1.7490
N: -0.0379 3.6881 -0.5852
C: -0.0221 4.9214 0.3180
C: -1.4944 3.4907 -0.9360
C: 2.9620 1.4187 -0.8185
P: 3.7216 3.1391 -0.7123
O: 3.6027 3.6347 0.9947
O: 2.8041 4.3844 -1.5855
S: 5.5727 3.3840 -1.1538
C: 3.6361 0.0332 -1.3583
C: 5.1517 0.0198 -1.9724
O: 5.6428 0.7178 -2.9860
H: 5.8428 0.9781 0.9561
H: 6.1472 0.0459 2.5631
H: 5.1083 -0.8103 1.2453
H: 8.3229 -0.0216 1.2223
H: 6.7327 -2.4795 2.3336
H: 7.9963 -2.9927 0.9136
H: 8.5448 -1.9750 2.4991
H: 8.0658 0.0972 -1.1983
H: 8.3935 -1.7601 -1.0595
H: -0.5063 -3.0923 -0.7303
H: 0.9812 -3.8008 -1.6452
H: -1.1633 0.2361 1.2787
H: -1.1475 -1.5358 0.6502
H: -2.3274 -1.0591 -1.3796
H: -1.6841 0.7101 -1.5802
H: -5.3422 0.2463 -0.0999
H: -4.4122 -1.2410 -0.7779
H: -3.1894 -3.0698 -0.9132
H: -0.7568 2.3493 1.8972
H: 0.0096 5.8820 -0.3640
H: 0.9321 4.9794 1.0163
H: -1.0364 4.8890 0.9373
H: -2.1157 2.9635 -0.0790
H: -1.5694 2.8602 -1.9428
H: -2.0694 4.5118 -1.1612
H: 4.5501 3.8027 1.3392
H: 2.1135 3.9539 -2.1773
C: 0.9630 4.5829 4.0448
O: 0.2126 5.7958 4.0359
C: 0.5972 6.6972 4.9745
O: 1.4973 6.5478 5.7858
O: -0.1933 7.7934 4.8538
C: 0.0995 8.8333 5.7851
H: 0.5703 3.9368 3.2548
H: 2.0190 4.7808 3.8346
H: 0.8478 4.0647 5.0023
H: 1.1210 9.2010 5.6446
H: -0.0502 8.4851 6.8122
H: -0.5921 9.6593 5.5979
C: -6.5117 -5.6176 -3.2759
O: -7.5726 -5.4425 -4.2128
C: -7.2012 -4.8403 -5.3708
O: -6.0763 -4.4572 -5.6510
O: -8.2984 -4.7384 -6.1626
C: -8.0557 -4.1193 -7.4245
H: -6.9218 -6.1078 -2.3886
H: -5.7298 -6.2600 -3.6936
H: -6.0991 -4.6493 -2.9744
H: -7.3355 -4.7018 -8.0081
H: -7.7050 -3.0911 -7.2890
H: -9.0006 -4.0906 -7.9741

Max |F| in eV Å⁻¹: 9.290
SMILES: CC(C)CC1=C(F)C(=O)c2c(CC(=O)Cl)c(CCOCC(F)(F)C(F)(F)C(F)(F)C(F)F)c(B(O)N(C)C)c(P(O)(O)=S)c2C1=O.COC(=O)OC.COC(=O)OC
2S+1: 1
Frontier orbital gap in eV: 7.159

=====

Below is a 2-piece molecular cluster, C3H5ClOSi overall at a distorted geometry, with properties calculated with wB97M-V/def2-TZVPD.

Cartesian coordinates (Å):
C: -1.4023 0.7962 1.1823
C: -0.4286 1.0193 0.1862
C: 0.7031 1.6770 0.1776
O: 1.7712 2.1873 0.1230
Si: 0.9039 -1.5587 -1.0861
Cl: 0.7866 -2.5450 0.8522
H: -2.2587 0.1186 0.8912
H: -1.0483 0.6104 2.1875
H: -0.8374 0.9316 -0.9359
H: -0.2937 -2.1467 -1.8472
H: 2.1041 -1.0901 -1.7308

Max |F| in eV Å⁻¹: 4.278
Energy relative to the best compared isomer or geometry (same formula, charge and spin) in kJ/mol: 262.8
2S+1: 1
Frontier orbital gap (alpha / beta) in eV: 6.961 / 7.080

=====

Below is C31H37CeN4 as an isolated structure, with properties calculated with wB97M-V/def2-TZVPD.

Cartesian coordinates (Å):
Ce: -0.0710 -0.0427 0.0727
C: 1.1622 3.0675 1.9518
C: 1.4474 1.5861 1.9255
C: 0.7310 0.7259 2.7822
C: -0.2135 1.3217 3.7974
C: 0.9329 -0.6694 2.7110
C: 0.0985 -1.6081 3.5503
C: 1.9310 -1.1877 1.8570
C: 2.2260 -2.6669 1.8410
C: 2.6718 -0.3257 1.0237
C: 3.6970 -0.8892 0.0732
C: 2.4380 1.0620 1.0646
C: 3.2849 1.9863 0.2232
H: 1.8047 3.5651 2.6834
H: 0.1331 3.2785 2.2336
H: 1.3461 3.5422 0.9905
H: -0.4160 0.6319 4.6106
H: -1.1744 1.6191 3.3671
H: 0.2240 2.2195 4.2306
H: 0.5980 -1.8209 4.4991
H: -0.0624 -2.5643 3.0556
H: -0.8845 -1.2045 3.7772
H: 3.2908 -2.8444 1.7082
H: 1.7217 -3.1957 1.0235
H: 1.9259 -3.1481 2.7662
H: 4.6788 -0.9363 0.5521
H: 3.8032 -0.2771 -0.8196
H: 3.4456 -1.8965 -0.2499
H: 4.3033 1.6126 0.1485
H: 3.3329 2.9843 0.6470
H: 2.9155 2.0902 -0.8033
N: 1.4398 0.5554 -10.8575
C: 1.3098 0.2827 -9.7505
C: 1.1412 -0.0611 -8.3633
C: 1.5140 -1.3242 -7.9119
C: 1.3521 -1.6526 -6.5761
C: 0.8067 -0.7085 -5.7217
C: 0.4214 0.5496 -6.1530
C: 0.5998 0.8758 -7.4874
N: 0.6369 -1.0526 -4.3328
C: 0.1186 -2.2293 -3.8448
C: 0.1554 -2.1225 -2.4931
N: 0.6950 -0.8958 -2.1383
C: 0.9701 -0.2868 -3.2865
H: 1.9393 -2.0404 -8.6006
H: 1.6667 -2.6193 -6.2073
H: -0.0386 1.2603 -5.4797
H: 0.3055 1.8482 -7.8561
H: -0.2418 -3.0021 -4.5005
H: -0.1579 -2.8588 -1.7679
H: 1.4301 0.6800 -3.4164
C: -4.2787 -2.5372 2.0788
N: -3.4549 -1.4539 2.5872
C: -4.1130 -0.5953 3.5572
C: -2.6649 -0.7712 1.6147
C: -3.2404 0.1118 0.5130
C: -4.5781 0.3730 0.2791
C: -4.9297 1.2147 -0.7767
C: -3.9716 1.7871 -1.5989
C: -2.6271 1.5176 -1.3549
C: -2.2488 0.6943 -0.2962
H: -4.6355 -3.1385 2.9140
H: -3.6789 -3.1880 1.4391
H: -5.1512 -2.2074 1.5030
H: -4.4925 -1.2056 4.3757
H: -4.9506 -0.0161 3.1506
H: -3.3920 0.1096 3.9783
H: -2.0495 -1.5663 1.1207
H: -1.9511 -0.1414 2.1764
H: -5.3530 -0.0582 0.8976
H: -5.9764 1.4229 -0.9565
H: -4.2773 2.4351 -2.4091
H: -1.8778 1.9749 -2.0018

Max |F| in eV Å⁻¹: 0.336
2S+1: 2
Total charge: +2
Frontier orbital gap (alpha / beta) in eV: 6.931 / 6.999

=====

Below is one molecule with the formula C25H24N2O6 at a distorted geometry, with properties calculated with wB97M-V/def2-TZVPD.

Cartesian coordinates (Å):
C: -1.7614 -2.4847 -0.1100
C: -0.7839 -2.2233 -1.2644
C: -0.8836 -3.3960 -2.2439
C: -1.1872 -0.9384 -2.0011
C: 0.6244 -2.0422 -0.7185
C: 1.7269 -2.7310 -1.2138
C: 2.9915 -2.5296 -0.6954
C: 3.2020 -1.6238 0.3345
C: 2.1109 -0.9047 0.8188
C: 0.8459 -1.1199 0.2963
O: 2.2467 0.0500 1.8138
C: 3.5835 0.4418 2.0439
C: 4.1014 1.4698 1.0116
O: 5.2675 1.7568 0.9277
N: 3.0910 2.0065 0.2741
N: 3.3155 2.8933 -0.7081
C: 2.3463 3.4013 -1.3638
C: 0.9270 3.1992 -1.2262
C: -0.0940 3.6637 -2.0293
C: -1.2909 3.1808 -1.4791
C: -0.9459 2.4557 -0.3606
C: -1.7489 1.7307 0.6036
C: -1.1951 1.3239 1.8222
C: -1.9485 0.6013 2.7298
C: -3.2599 0.2732 2.4405
C: -3.8242 0.6784 1.2312
C: -5.2290 0.3042 0.9503
O: -5.9326 -0.3240 1.7005
O: -5.6675 0.7335 -0.2439
C: -3.0738 1.4049 0.3168
O: 0.3983 2.4686 -0.2103
C: 4.5141 -0.7764 2.0576
O: 4.4665 -1.4637 0.8309
H: -1.8191 -1.6395 0.5695
H: -2.7601 -2.6661 -0.5012
H: -1.4489 -3.3596 0.4554
H: -0.2790 -3.2216 -3.1303
H: -0.5667 -4.3230 -1.7722
H: -1.9168 -3.5141 -2.5634
H: -2.1962 -1.0321 -2.3966
H: -0.5063 -0.7482 -2.8282
H: -1.1611 -0.0833 -1.3322
H: 1.6163 -3.4458 -2.0113
H: 3.8421 -3.0715 -1.0765
H: 0.0374 -0.5424 0.7137
H: 3.5952 0.9238 3.0288
H: 2.1383 1.7052 0.4843
H: 2.6400 4.0822 -2.1498
H: 0.0165 4.2700 -2.9047
H: -2.2801 3.3563 -1.8477
H: -0.1713 1.5779 2.0533
H: -1.5051 0.2899 3.6632
H: -3.8640 -0.2954 3.1302
H: -6.5897 0.4604 -0.3687
H: -3.5160 1.6982 -0.6210
H: 5.5474 -0.4547 2.1943
H: 4.2140 -1.4463 2.8757

Max |F| in eV Å⁻¹: 1.255
Energy relative to the best compared isomer or geometry (same formula, charge and spin) in kJ/mol: 204.6
SMILES: CC(C)(C)c1ccc2c(c1)O[C@H](C(=O)N/N=C\c1ccc(-c3cccc(C(=O)O)c3)o1)CO2
2S+1: 1
Frontier orbital gap in eV: 7.804

=====

Below is one molecule with the formula C5H11NO, with properties calculated with wB97M-V/def2-TZVPD.

Cartesian coordinates (Å):
C: -1.7385 1.5878 -0.0280
N: -0.2733 1.6946 -0.0693
C: 0.3682 0.6063 -0.7618
O: -0.5391 -0.4145 -1.0766
C: 0.5108 -0.6846 -0.0783
C: 0.3947 -0.6356 1.4411
C: 1.2286 -1.8912 -0.6237
H: -2.1980 1.4554 -1.0175
H: -2.1364 2.4938 0.4361
H: -2.0536 0.7312 0.5748
H: -0.0176 2.5694 -0.5049
H: 1.1378 0.9128 -1.4741
H: 0.4756 -1.6217 1.9121
H: -0.4850 -0.1135 1.8164
H: 1.2613 -0.0395 1.7709
H: 2.0370 -2.2718 0.0042
H: 0.4466 -2.6614 -0.6793
H: 1.5808 -1.7175 -1.6421

Max |F| in eV Å⁻¹: 0.698
Energy relative to the best compared isomer or geometry (same formula, charge and spin) in kJ/mol: 225.8
SMILES: CN[C@@H]1OC1(C)C
2S+1: 1
Frontier orbital gap in eV: 9.733

=====

Below is one molecule with the formula C3H5BrO at a distorted geometry, with properties calculated with wB97M-V/def2-TZVPD.

Cartesian coordinates (Å):
C: 0.7495 -1.7174 -0.2029
C: 1.0952 -0.4173 -0.2891
Br: 2.8217 0.2397 0.1136
C: -0.1789 0.8351 -0.5784
O: -0.6444 1.2100 0.7240
H: 1.3118 -2.6377 -0.2320
H: -0.2110 -1.7433 -0.6022
H: 0.3052 1.7572 -0.8398
H: -0.8810 0.5156 -1.3287
H: -1.4016 0.5346 0.9405

Max |F| in eV Å⁻¹: 4.653
Energy relative to the best compared isomer or geometry (same formula, charge and spin) in kJ/mol: 166.3
SMILES: C=C(Br)CO
2S+1: 1
Frontier orbital gap in eV: 10.193